{
  "formula": "C55H70Cl2NO6",
  "method": "ωB97M-V with the def2-TZVPD basis set",
  "species": ["C", "C", "C", "C", "C", "C", "C", "C", "C", "C", "C", "C", "C", "Cl", "O", "C", "C", "O", "C", "C", "C", "C", "C", "C", "N", "C", "C", "C", "C", "C", "C", "Cl", "H", "H", "H", "H", "H", "H", "H", "H", "H", "H", "H", "H", "H", "H", "H", "H", "H", "H", "H", "H", "H", "H", "H", "H", "H", "H", "H", "H", "H", "H", "H", "H", "H", "H", "H", "H", "H", "H", "H", "H", "H", "H", "H", "H", "H", "H", "H", "H", "H", "H", "H", "H", "H", "H", "C", "C", "C", "C", "C", "C", "C", "O", "C", "C", "C", "C", "C", "C", "C", "O", "H", "H", "H", "H", "H", "H", "H", "H", "C", "C", "C", "C", "C", "C", "C", "O", "C", "C", "C", "C", "C", "C", "C", "O", "H", "H", "H", "H", "H", "H", "H", "H"],
  "coordinates": [[0.138, -5.039, 5.171], [1.110, -6.207, 5.057], [2.260, -5.956, 4.046], [2.070, -6.708, 2.714], [2.247, -5.871, 1.439], [0.927, -5.168, 0.991], [1.090, -3.655, 0.838], [1.373, -2.924, 2.141], [1.078, -1.416, 1.991], [0.486, -0.823, 3.258], [0.053, 0.642, 3.124], [-0.836, 0.959, 1.921], [-2.288, 0.435, 1.928], [-2.787, -0.143, 3.575], [-3.106, 1.486, 1.574], [-4.484, 1.146, 1.525], [-4.802, -0.163, 0.787], [-5.895, -0.010, -0.057], [-7.157, -0.227, 0.599], [-7.733, -1.597, 0.329], [-6.837, -2.733, 0.820], [-8.194, -1.737, -1.157], [-8.036, -3.162, -1.680], [-9.689, -1.380, -1.281], [-3.643, -0.733, 0.045], [-3.442, -0.214, -1.364], [-4.329, -0.977, -2.365], [-3.548, 1.291, -1.516], [-3.226, 1.780, -2.934], [-1.805, 2.309, -3.084], [-2.388, -0.755, 0.880], [-2.446, -2.350, 1.702], [0.666, -4.116, 5.393], [-0.470, -4.926, 4.276], [-0.545, -5.218, 6.000], [1.563, -6.332, 6.035], [0.574, -7.098, 4.750], [2.378, -4.885, 3.908], [3.172, -6.331, 4.498], [2.793, -7.521, 2.682], [1.095, -7.183, 2.674], [3.001, -5.094, 1.549], [2.583, -6.512, 0.631], [0.150, -5.409, 1.715], [0.629, -5.581, 0.031], [1.929, -3.505, 0.158], [0.216, -3.243, 0.332], [2.414, -3.082, 2.386], [0.737, -3.294, 2.940], [0.420, -1.310, 1.134], [2.022, -0.908, 1.793], [1.284, -0.821, 4.000], [-0.309, -1.431, 3.683], [-0.351, 1.025, 4.051], [0.972, 1.205, 2.965], [-0.921, 2.040, 1.865], [-0.298, 0.648, 1.033], [-4.968, 1.936, 0.963], [-4.948, 1.153, 2.502], [-5.068, -0.906, 1.532], [-7.843, 0.509, 0.190], [-7.126, -0.048, 1.675], [-8.648, -1.659, 0.914], [-6.498, -2.510, 1.834], [-5.931, -2.787, 0.218], [-7.339, -3.687, 0.873], [-7.581, -1.073, -1.765], [-8.441, -3.217, -2.686], [-7.000, -3.486, -1.734], [-8.601, -3.868, -1.080], [-10.226, -1.558, -0.355], [-10.139, -2.034, -2.019], [-9.850, -0.365, -1.634], [-3.861, -1.728, -0.068], [-2.424, -0.469, -1.642], [-3.724, -1.471, -3.111], [-4.893, -1.761, -1.860], [-5.048, -0.312, -2.822], [-2.808, 1.745, -0.858], [-4.504, 1.692, -1.202], [-3.432, 1.055, -3.716], [-3.883, 2.620, -3.132], [-1.039, 1.582, -2.825], [-1.669, 3.248, -2.563], [-1.669, 2.545, -4.136], [-1.511, -0.822, 0.259], [10.442, -0.463, -1.333], [9.717, 0.710, -1.516], [8.525, 0.903, -0.840], [8.046, -0.081, 0.016], [8.764, -1.269, 0.183], [9.967, -1.451, -0.487], [8.249, -2.356, 1.060], [8.871, -3.386, 1.212], [6.940, -2.150, 1.744], [6.413, -3.172, 2.525], [5.205, -2.991, 3.177], [4.524, -1.783, 3.057], [5.042, -0.764, 2.278], [6.247, -0.947, 1.611], [6.772, 0.149, 0.749], [6.170, 1.198, 0.646], [11.377, -0.608, -1.857], [10.085, 1.474, -2.187], [7.961, 1.816, -0.976], [10.526, -2.365, -0.346], [6.949, -4.107, 2.618], [4.793, -3.790, 3.780], [3.584, -1.640, 3.575], [4.513, 0.175, 2.179], [1.567, 10.947, -5.509], [2.287, 10.229, -6.459], [2.526, 8.878, -6.276], [2.055, 8.239, -5.136], [1.350, 8.965, -4.172], [1.099, 10.317, -4.368], [0.874, 8.312, -2.923], [0.255, 8.935, -2.085], [1.182, 6.867, -2.720], [0.795, 6.251, -1.537], [1.062, 4.907, -1.339], [1.711, 4.171, -2.326], [2.103, 4.781, -3.504], [1.848, 6.133, -3.702], [2.306, 6.783, -4.963], [2.870, 6.138, -5.822], [1.375, 12.001, -5.659], [2.661, 10.727, -7.344], [3.081, 8.317, -7.015], [0.544, 10.873, -3.626], [0.289, 6.826, -0.773], [0.765, 4.429, -0.414], [1.914, 3.118, -2.172], [2.612, 4.214, -4.272]],
  "multiplicity": 1,
  "e_tot_ha": -3564.13057,
  "total_charge": 1,
  "molar_mass_g_mol": 912.1,
  "orbital_gap_ev": 8.8,
  "homo_ha": -0.4091
}